C16H38INOP | ωB97M-V/def2-TZVPD

```
58
Properties=species:S:1:pos:R:3
C -0.179 3.361 -5.341
C -1.436 2.442 -5.561
C -2.567 2.664 -4.515
C -2.182 2.180 -3.065
C -3.068 0.981 -2.621
C -2.823 0.507 -1.160
C -1.484 -0.292 -1.003
C -1.350 -0.970 0.399
C -1.148 -2.536 0.332
C 0.257 -2.954 0.890
C 0.920 -4.162 0.138
C 2.283 -3.752 -0.552
P 3.698 -3.928 0.661
I 4.643 -1.697 0.950
H 0.592 2.737 -4.845
H -0.406 4.282 -4.780
H 0.241 3.662 -6.318
H -1.842 2.716 -6.560
H -1.169 1.369 -5.631
H -2.836 3.735 -4.524
H -3.441 2.067 -4.848
H -2.385 3.050 -2.400
H -1.101 1.960 -2.980
H -2.821 0.117 -3.282
H -4.135 1.220 -2.806
H -2.809 1.365 -0.456
H -3.687 -0.131 -0.868
H -0.667 0.458 -1.089
H -1.378 -0.984 -1.861
H -2.226 -0.725 1.034
H -0.477 -0.533 0.930
H -1.363 -2.939 -0.673
H -1.893 -2.954 1.042
H 0.943 -2.078 0.856
H 0.137 -3.258 1.947
H 0.269 -4.648 -0.610
H 1.181 -4.941 0.890
H 2.501 -4.472 -1.370
H 2.246 -2.738 -0.987
H 4.702 -4.817 0.168
H 3.238 -4.481 1.893
C 2.234 0.807 5.390
C 0.791 1.145 5.028
C 0.359 0.593 3.657
O 0.839 1.336 2.546
C 2.149 1.004 2.134
N 0.609 2.596 5.114
H 2.955 1.403 4.829
H 2.413 1.004 6.448
H 2.448 -0.250 5.209
H 0.151 0.676 5.781
H -0.731 0.655 3.598
H 0.617 -0.470 3.553
H 2.355 -0.064 2.253
H 2.886 1.594 2.684
H 2.243 1.259 1.076
H -0.373 2.814 4.961
H 1.075 3.011 4.312
```

For the gap between HOMO and LUMO, the calculation gives 6.0 eV. As for the charge: +1. For the max |F|, the calculation gives 0.02827 Eh/bohr.

Atom charges from the Mulliken analysis, given in e for atoms 1 to 8: C -1.02; C -0.54; C -0.75; C -0.29; C -0.74; C -0.64; C -0.76; C 0.41